A cluster of 2 separate species, C3H8S2 in total. Source: the OMol25 dataset; level of theory: wB97M-V/def2-TZVPD.

For the orbital gap, the calculation gives 4.0 eV. The charge is 0. Its HOMO energy is -7.8 eV.

Last column: natural (NBO) charge in e.
Cartesian coordinates (Å):
C: -0.127 0.526 -1.239  -0.59
C: 1.328 1.226 -1.333  -0.60
S: 2.205 0.877 0.110  0.03
S: -1.996 -0.849 0.256  0.09
C: -1.258 -1.323 1.825  -0.79
H: 0.075 -0.501 -0.999  0.24
H: -0.688 1.065 -0.485  0.24
H: -0.608 0.659 -2.217  0.22
H: 1.138 2.297 -1.483  0.22
H: 1.751 0.796 -2.235  0.23
H: -1.468 -0.623 2.628  0.22
H: -0.171 -1.372 1.699  0.25
H: -1.634 -2.302 2.089  0.23


The molecule C29H43BrClN3O3 at a distorted geometry. Source: the OMol25 dataset; level of theory: wB97M-V/def2-TZVPD.

For the orbital gap, the calculation gives 8.9 eV. The charge is 0. Its SMILES is CCCCCCCNC(=O)C1(C[C@@H]2CC(c3ccc(Cl)cc3)=NO2)CCN(C(=O)CCCCCBr)CC1. Its HOMO energy is -8.4 eV.

Last column: natural (NBO) charge in e.
Cartesian coordinates (Å):
C: 1.035 6.021 3.623  -0.60
H: 0.080 5.609 3.306  0.21
C: 1.982 6.149 2.436  -0.39
C: 2.207 4.803 1.752  -0.39
C: 3.146 4.910 0.552  -0.39
H: 2.715 5.617 -0.161  0.20
C: 3.370 3.572 -0.155  -0.39
C: 4.333 2.650 0.593  -0.40
H: 4.063 2.598 1.650  0.19
C: 4.328 1.232 0.013  -0.22
N: 3.135 0.507 0.391  -0.62
C: 2.106 0.291 -0.448  0.70
O: 2.138 0.621 -1.619  -0.65
C: 0.903 -0.462 0.150  -0.12
C: 0.545 -0.023 1.577  -0.40
H: 1.358 -0.205 2.281  0.20
C: 0.154 1.451 1.604  -0.23
N: -0.999 1.677 0.755  -0.45
C: -2.100 2.242 1.304  0.69
O: -2.133 2.527 2.490  -0.65
C: -3.328 2.506 0.446  -0.49
H: -3.689 3.495 0.734  0.24
H: -3.122 2.516 -0.622  0.20
C: -4.415 1.477 0.779  -0.38
H: -5.365 1.798 0.345  0.20
C: -4.057 0.087 0.264  -0.41
C: -5.033 -0.981 0.755  -0.42
C: -4.815 -2.324 0.084  -0.40
H: -5.479 -3.090 0.485  0.22
H: -4.940 -2.257 -0.996  0.21
Br: -3.007 -2.993 0.361  -0.04
H: -4.939 -1.085 1.839  0.21
H: -6.060 -0.673 0.538  0.21
H: -3.054 -0.166 0.611  0.21
H: -4.047 0.095 -0.831  0.19
H: -4.533 1.447 1.864  0.22
C: -0.760 1.290 -0.617  -0.21
H: -1.652 1.435 -1.222  0.21
C: -0.323 -0.176 -0.725  -0.42
H: -0.081 -0.375 -1.769  0.24
H: -1.137 -0.832 -0.419  0.22
H: 0.037 1.922 -1.028  0.21
H: -0.116 1.766 2.614  0.26
H: 0.988 2.067 1.248  0.19
H: -0.305 -0.621 1.912  0.22
C: 1.255 -1.962 0.167  -0.40
H: 0.434 -2.520 0.624  0.21
H: 2.144 -2.109 0.786  0.22
C: 1.565 -2.562 -1.208  0.06
H: 2.093 -1.832 -1.829  0.21
C: 0.357 -3.180 -1.923  -0.51
C: 0.770 -4.635 -1.958  0.24
N: 1.927 -4.826 -1.454  -0.09
O: 2.479 -3.672 -1.019  -0.36
C: -0.042 -5.709 -2.488  -0.13
C: 0.457 -7.015 -2.519  -0.11
C: -0.305 -8.048 -3.022  -0.24
C: -1.581 -7.784 -3.500  -0.04
C: -2.096 -6.498 -3.477  -0.22
C: -1.327 -5.467 -2.973  -0.19
H: -1.733 -4.467 -2.952  0.22
H: -3.089 -6.309 -3.852  0.23
Cl: -2.540 -9.075 -4.133  0.01
H: 0.081 -9.055 -3.046  0.23
H: 1.450 -7.194 -2.141  0.23
H: 0.218 -2.789 -2.931  0.23
H: -0.565 -3.054 -1.356  0.23
H: 3.058 0.241 1.358  0.39
H: 5.200 0.674 0.366  0.20
H: 4.345 1.271 -1.078  0.23
H: 5.345 3.055 0.529  0.21
H: 2.410 3.070 -0.284  0.20
H: 3.773 3.752 -1.153  0.21
H: 4.108 5.314 0.874  0.19
H: 1.241 4.415 1.421  0.19
H: 2.614 4.101 2.484  0.19
H: 2.941 6.550 2.774  0.19
H: 1.566 6.854 1.713  0.19
H: 0.858 6.992 4.079  0.21
H: 1.456 5.359 4.377  0.20


The molecule C6H9N7 at a distorted geometry. Source: the OMol25 dataset; level of theory: wB97M-V/def2-TZVPD.

For the orbital gap (spin up / spin down), the calculation gives 8.1 / 6.6 eV. The charge is 0. Its HOMO energy (spin up / spin down) is -7.8 / -7.2 eV.

Last column: natural (NBO) charge in e.
Cartesian coordinates (Å):
C: -1.282 1.937 -1.608  0.15
C: 0.516 1.152 -0.735  0.48
C: 2.849 0.514 -0.598  -0.12
C: -1.419 -0.601 1.061  -0.07
C: 1.442 -0.918 0.439  0.21
C: -1.999 -1.725 1.730  -0.69
N: -0.290 2.635 -2.001  -0.28
N: 0.897 2.175 -1.437  -0.31
N: 3.520 -0.715 -0.107  -0.17
N: 2.623 -1.433 0.581  -0.28
N: -0.908 0.934 -0.738  -0.23
N: -1.709 -0.111 -0.213  -0.42
N: 1.387 0.211 -0.330  -0.41
H: -2.340 1.748 -1.776  0.20
H: 3.074 1.443 -0.147  0.22
H: 2.991 0.642 -1.622  0.22
H: -0.775 0.046 1.638  0.19
H: 0.533 -1.266 0.922  0.22
H: -2.028 -2.640 1.128  0.22
H: -3.070 -1.580 2.005  0.22
H: -1.703 -1.944 2.741  0.25
H: -2.310 -0.505 -0.933  0.41


A cluster of 2 separate species, C5H9NO in total at a distorted geometry. Source: the OMol25 dataset; level of theory: wB97M-V/def2-TZVPD.

For the orbital gap, the calculation gives 9.4 eV. The charge is 0. Its HOMO energy is -8.7 eV.

Last column: natural (NBO) charge in e.
Cartesian coordinates (Å):
C: 1.943 0.150 -0.227  -0.61
C: 0.635 -0.057 0.551  -0.48
C: -0.514 -0.828 -0.102  0.31
O: -0.179 -2.146 -0.297  -0.68
C: -1.818 -0.592 -0.331  -0.51
C: -2.101 1.964 0.839  0.32
N: -1.299 2.231 0.012  -0.77
H: 1.861 0.944 -0.979  0.20
H: 2.741 0.441 0.467  0.22
H: 2.273 -0.759 -0.741  0.21
H: 0.317 0.886 0.995  0.23
H: 0.866 -0.699 1.417  0.22
H: -0.670 1.934 -0.713  0.44
H: 0.708 -2.310 0.038  0.47
H: -2.449 -1.473 -0.313  0.21
H: -2.314 0.315 -0.618  0.21


The molecule C5H7N. Source: the OMol25 dataset; level of theory: wB97M-V/def2-TZVPD.

For the orbital gap, the calculation gives 10.2 eV. The charge is 0. Its SMILES is C1=C[C@H]2N[C@H]2C1. Its HOMO energy is -9.0 eV.

Last column: natural (NBO) charge in e.
Cartesian coordinates (Å):
C: 0.502 -1.117 0.107  -0.47
C: 1.222 -0.017 -0.609  -0.17
C: 0.589 1.145 -0.499  -0.23
C: -0.616 1.053 0.398  -0.11
N: -1.702 0.121 0.113  -0.58
C: -0.618 -0.415 0.895  -0.06
H: 1.148 -1.787 0.691  0.22
H: 0.080 -1.686 -0.728  0.22
H: 2.050 -0.258 -1.265  0.21
H: 0.945 2.068 -0.945  0.22
H: -0.963 2.012 0.802  0.21
H: -1.750 -0.239 -0.832  0.34
H: -0.893 -0.875 1.854  0.21


The molecule C6H10NOPS at a distorted geometry. Source: the OMol25 dataset; level of theory: wB97M-V/def2-TZVPD.

For the orbital gap, the calculation gives 7.8 eV. The charge is 0. Its SMILES is CCP=C=NC(=O)[C@H](C)S. Its HOMO energy is -8.3 eV.

Last column: natural (NBO) charge in e.
Cartesian coordinates (Å):
C: -1.339 0.234 -0.019  0.65
C: 0.856 -0.690 -0.125  0.09
C: -2.595 -0.231 -0.633  -0.43
C: -3.611 0.809 -0.730  -0.60
C: 3.903 -0.256 1.257  -0.62
C: 3.729 0.038 -0.211  -0.64
N: -0.360 -0.705 -0.071  -0.50
O: -1.192 1.300 0.515  -0.53
P: 2.212 -0.738 -1.089  0.44
S: -3.236 -1.498 0.496  0.02
H: -2.354 -0.710 -1.547  0.24
H: -3.204 1.706 -1.306  0.23
H: -3.974 1.018 0.234  0.21
H: -4.641 0.495 -1.278  0.22
H: 4.524 0.433 1.759  0.21
H: 2.965 -0.301 1.770  0.21
H: 4.404 -1.210 1.302  0.21
H: 4.539 -0.231 -0.918  0.23
H: 3.447 1.149 -0.394  0.23
H: -4.072 -0.613 0.988  0.11


Q: Which DFT total energy values were calculated for the entries above? A: -915.288888 -4555.073455 -617.087639 -325.801127 -249.400225 -1104.055753, in a.u..
Q: Which ΔE to the lowest compared entry with this formula, charge and spin values were calculated for the entries above? A: 118.0 3.3 162.6 85.6 45.8 59.6, in kcal/mol.